Entry 1:
DFT (wB97M-V/def2-TZVPD) results for a structure of composition C29H64AlBrCl11F4KMgN2O10P3S at a distorted geometry.

Summary:
**Frontier orbital gap**: 4.164 eV
**Highest occupied orbital energy**: -10.66 eV
**Lowest unoccupied orbital energy**: -6.50 eV
**Total charge**: +1

The geometry in XYZ format:
```
128
Properties=species:S:1:pos:R:3:mulliken_charge:R:1
C -7.98430 -3.29806 4.10008 -0.861
C -7.17434 -1.90230 4.37211 -0.314
C -6.84621 -1.23118 2.91675 -0.891
C -5.31734 -0.64678 2.86180 -0.007
C -5.07447 -0.06540 1.39362 -1.039
P -3.43194 -0.48992 0.53125 0.155
Br -3.23594 1.80072 0.03488 -0.210
C -2.37931 -0.22700 2.10804 -0.869
C -2.46245 1.20041 2.84812 0.021
C -1.96103 0.90116 4.40691 -1.292
C -3.09327 0.25563 5.33313 -1.059
C -3.61802 -2.39135 0.81736 -0.858
C -2.94298 -3.35150 -0.29170 1.432
C -3.86638 -4.71257 -0.29082 -0.974
O -1.61766 -3.84093 0.09101 -0.522
N -1.89678 -0.86007 -0.34226 -0.653
C -1.49952 0.16264 -1.08142 0.719
O -1.23740 0.59769 -2.23944 -0.550
P -4.54193 -0.56519 -1.38841 0.354
S -5.85533 -1.96856 -1.57061 -0.192
H -8.77220 -3.39818 4.93713 0.217
H -7.19940 -4.14494 4.15357 0.224
H -8.51490 -3.28813 3.07710 0.270
H -6.20539 -2.07148 4.96264 0.247
H -7.85304 -1.18244 4.97171 0.327
H -7.06844 -1.93092 2.04286 0.381
H -7.52437 -0.29204 2.86521 0.284
H -5.33853 0.23779 3.60762 -0.037
H -4.65736 -1.50596 3.20131 0.246
H -6.02714 -0.30767 0.77915 0.606
H -5.11249 1.08839 1.49925 0.548
H -1.26149 -0.34985 1.82124 0.353
H -2.54407 -0.99876 2.94319 0.255
H -1.66387 1.97808 2.47928 0.434
H -3.50393 1.64132 2.96894 0.170
H -0.94354 0.31549 4.42528 0.419
H -1.72772 1.96785 4.84852 0.586
H -4.05055 0.90384 5.37515 0.219
H -2.67799 0.24462 6.41246 0.412
H -3.32955 -0.83573 5.06573 0.207
H -3.11892 -2.74177 1.80471 0.468
H -4.73767 -2.62256 1.00424 0.053
H -2.98771 -2.98938 -1.38168 -0.691
H -3.72947 -5.16641 -1.34345 0.193
H -4.98626 -4.44139 -0.22703 0.263
H -3.55764 -5.44485 0.52518 0.347
H -1.66549 -4.11146 1.03515 0.488
H -5.22306 0.70789 -1.53897 0.312
H -3.66917 -0.65546 -2.54778 0.060
C -2.58137 -8.19858 -4.86998 -0.673
O -2.85183 -7.54425 -6.11029 -0.329
C -4.16496 -6.99658 -6.15472 -0.649
C -4.14193 -5.49649 -5.89065 -0.505
O -3.72818 -5.22228 -4.55048 -0.232
C -2.37208 -4.83136 -4.47817 0.017
H -1.50593 -8.36619 -4.79946 0.269
H -2.89729 -7.59502 -4.01502 0.268
H -3.08965 -9.16607 -4.84334 0.310
H -4.82541 -7.50783 -5.44617 0.361
H -4.55428 -7.17359 -7.16193 0.391
H -5.15695 -5.10349 -6.00232 0.357
H -3.50104 -4.97946 -6.61452 0.328
H -2.26727 -3.78649 -4.82425 0.156
H -1.72626 -5.47950 -5.07556 -0.358
H -2.05299 -4.89012 -3.43278 0.358
K 0.23922 2.12437 4.27591 0.963
C 1.75432 -5.66651 -5.55170 0.308
Cl 2.42700 -4.74288 -6.91219 -0.094
Cl 1.44482 -4.56783 -4.18486 -0.128
Cl 0.23166 -6.43226 -6.05005 -0.078
Cl 2.91128 -6.91678 -5.05451 -0.080
F -2.68298 -12.92190 -1.73039 -0.460
Al -2.36271 -11.68987 -2.96588 0.908
F -2.46143 -10.07207 -2.23164 -0.473
F -3.56849 -11.81979 -4.26298 -0.483
F -0.73933 -11.93193 -3.64124 -0.474
C 6.98707 0.33236 1.82977 -0.702
O 7.29040 1.63794 2.29699 -0.354
C 7.93601 2.44611 1.30869 -0.846
C 7.03404 3.61673 0.91871 -0.015
N 5.87642 3.15083 0.15183 -0.061
C 4.85895 4.18306 -0.05281 -0.446
C 4.11624 4.68881 1.19312 -0.676
O 3.28380 3.70282 1.80462 -0.363
C 3.94070 2.89285 2.76699 -0.406
H 6.58096 -0.24138 2.66457 0.229
H 6.23509 0.36828 1.03580 0.287
H 7.88898 -0.17088 1.47000 0.359
H 8.23810 1.86465 0.43128 0.372
H 8.84487 2.84418 1.77070 0.392
H 7.60542 4.32654 0.31473 0.162
H 6.71933 4.11896 1.83992 0.185
H 5.44861 2.37233 0.64259 0.006
H 4.11699 3.75840 -0.73717 0.378
H 5.31155 5.03461 -0.57253 0.227
H 3.43916 5.48329 0.86353 0.366
H 4.78622 5.14999 1.92536 0.383
H 4.73800 3.42608 3.29091 0.322
H 4.33249 1.98904 2.29689 0.292
H 3.19453 2.57953 3.50315 -0.040
Mg -2.87326 -1.90805 -2.69253 0.768
C 7.01142 4.56509 -3.41838 0.329
Cl 5.39721 5.21722 -3.77733 -0.112
Cl 6.86167 2.88065 -2.87422 -0.086
Cl 8.01494 4.62843 -4.88304 -0.108
Cl 7.77025 5.53617 -2.13880 -0.051
C 9.15621 9.11509 -2.46872 -0.624
O 9.64771 9.67864 -1.26249 -0.341
P 8.59765 9.92864 -0.08213 1.074
O 7.82991 8.73834 0.34495 -0.609
O 7.69671 11.14523 -0.61647 -0.310
C 8.33508 12.23319 -1.27095 -0.685
O 9.50565 10.59838 1.05239 -0.309
C 8.85609 10.96348 2.26073 -0.668
H 9.71374 9.54795 -3.30109 0.281
H 9.31218 8.03549 -2.45754 0.141
H 8.09438 9.33146 -2.61140 0.355
H 8.28406 12.07626 -2.35074 0.249
H 9.37948 12.33566 -0.96870 0.350
H 7.80387 13.15276 -1.02339 0.275
H 8.04580 11.66837 2.05893 0.301
H 9.58527 11.44627 2.91221 0.240
H 8.46263 10.07872 2.76524 0.270
C -11.97289 -4.77276 4.42393 -0.019
Cl -12.12492 -3.29216 5.38148 -0.114
Cl -11.81199 -4.38710 2.70425 -0.112
Cl -10.59345 -5.73216 4.97770 -0.106
H -12.87732 -5.36296 4.55953 0.346
```

***

Entry 2:
DFT (wB97M-V/def2-TZVPD) results for the molecule C2H4IOP at a distorted geometry.

Summary:
**Frontier orbital gap (alpha / beta)**: 6.166 / 6.389 eV
**Highest occupied orbital energy (alpha / beta)**: -6.29 / -9.33 eV
**Energy above the lowest of the compared OMol25 structures with the same formula, charge and spin**: 0.0 kJ/mol
**Lowest unoccupied orbital energy (alpha / beta)**: -0.12 / -2.94 eV
**2S+1**: 3

The geometry in XYZ format:
```
9
Properties=species:S:1:pos:R:3:lowdin_spin:R:1
C -0.19502 0.56340 0.09546 0.413
C 1.23616 0.20746 0.10746 0.104
O -0.77060 1.52431 0.55575 0.724
P -1.35283 -0.39138 -1.03985 0.391
I -1.28058 -2.42466 0.44201 0.331
H 1.79339 0.93273 -0.51204 0.019
H 1.69600 0.14423 1.11035 0.010
H 1.22863 -0.74633 -0.41636 -0.001
H -2.35515 0.19024 -0.34277 0.010
```

***

Entry 3:
DFT (wB97M-V/def2-TZVPD) results for a structure of composition C21H39AlBeBrCl3F5IN4O8PS2 at a distorted geometry.

Summary:
**Frontier orbital gap**: 0.995 eV
**Highest occupied orbital energy**: -9.77 eV
**Lowest unoccupied orbital energy**: -8.78 eV
**Total charge**: +1

The geometry in XYZ format:
```
87
Properties=species:S:1:pos:R:3:mulliken_charge:R:1
C 3.86278 -2.60972 0.93746 -0.609
C 2.61919 -1.97454 0.08563 1.070
C 1.78328 -0.92685 0.96913 -0.472
C 1.16139 0.32161 0.16899 -1.008
P -0.09725 -0.11573 -1.16259 0.762
C 0.58702 -1.08317 -2.63600 -0.574
C 1.41985 -0.23334 -3.70398 -0.758
C 2.80434 0.37622 -3.16204 0.653
N 4.02830 -0.18929 -3.83450 -0.482
C 5.12223 -0.31512 -2.83316 -0.340
C 5.60252 1.07222 -2.21208 0.700
C 5.60160 2.37897 -3.04519 -0.478
C 6.12453 3.67759 -2.39442 -0.655
C 6.64260 3.69830 -0.92994 -0.361
C 6.62179 2.41687 -0.03769 -0.405
C 6.08433 1.11679 -0.73708 0.082
O 6.06956 -0.07044 0.10975 -0.496
O -1.26829 -1.15472 -0.39770 -0.237
N -1.71350 -0.53521 0.75534 0.057
O -1.56662 -1.33033 1.65575 -0.311
C -1.01644 1.51982 -1.59643 -0.606
I 0.45662 3.15106 -1.83538 0.568
C -1.95968 1.28159 -2.88182 -0.325
C -2.70787 2.63733 -3.38565 -1.022
H 4.77659 -2.70908 0.21781 -0.056
H 4.16194 -1.89849 1.78243 0.280
H 3.56959 -3.65712 1.32429 0.160
H 3.08137 -1.54901 -0.86510 -0.740
H 1.89320 -2.83213 -0.23862 0.538
H 2.51478 -0.47916 1.74353 0.489
H 1.00157 -1.50674 1.57544 -0.122
H 2.01171 1.01242 -0.19476 0.564
H 0.58854 0.95448 0.95711 0.612
H 1.18062 -2.02415 -2.31968 0.268
H -0.33456 -1.49508 -3.20330 0.512
H 0.82547 0.60007 -4.19968 -0.112
H 1.69189 -0.96818 -4.55812 0.651
H 2.79232 1.50131 -3.41102 0.060
H 2.96321 0.26120 -2.03067 -0.500
H 3.79321 -1.16530 -4.09387 0.297
H 4.90570 -1.09585 -1.98940 0.149
H 6.04413 -0.73830 -3.41685 0.580
H 5.22003 2.36516 -4.11585 0.424
H 6.18275 4.67319 -2.96501 0.363
H 7.04786 4.65462 -0.45703 0.342
H 7.00092 2.39549 1.04972 0.384
H 5.23203 0.05206 0.62831 0.264
H -1.71565 1.74671 -0.67456 1.020
H -1.30500 0.83113 -3.70955 0.267
H -2.80686 0.54867 -2.61568 0.417
H -1.97766 3.48882 -3.60597 0.233
H -3.50910 2.99731 -2.64191 0.237
H -3.23714 2.34666 -4.37186 0.368
F -2.85156 0.65999 -0.62796 -0.790
Al 1.64537 -4.27448 0.46348 0.255
Br 0.75425 2.92607 -4.34784 -0.338
C -2.75124 0.61387 4.57613 0.136
Cl -2.71909 2.12074 3.66321 -0.061
Cl -4.13035 0.56707 5.68659 -0.175
H -2.82864 -0.21915 3.87666 -0.197
H -1.83092 0.52700 5.15298 0.318
F -1.03240 3.30906 0.73686 -0.689
N -6.71746 3.30909 0.51203 -0.313
S -5.83651 4.58115 0.80633 1.132
O -6.45384 5.87256 0.61190 -0.559
O -4.42527 4.49756 0.50692 -0.469
F -5.80101 4.51018 2.40068 -0.269
S -6.99898 3.13934 -1.02699 1.033
O -8.05284 2.19370 -1.31970 -0.613
O -5.86279 3.07498 -1.91878 -0.410
F -7.68897 4.51057 -1.44164 -0.252
C -5.64533 -4.85887 4.19862 -1.152
C -4.73449 -3.89951 4.88930 0.521
O -4.67063 -3.70615 6.06712 -0.380
N -3.83861 -3.05402 4.12757 0.210
C -2.46114 -3.61176 4.04847 -0.731
H -6.28205 -5.34668 4.93670 0.313
H -6.27485 -4.32076 3.48497 0.424
H -5.05649 -5.61754 3.67772 0.332
H -4.21640 -2.88231 3.19382 0.363
H -3.78549 -2.20014 4.69221 0.150
H -1.86103 -2.91330 3.46515 0.193
H -2.50383 -4.58004 3.54876 0.389
H -2.05911 -3.70285 5.05796 0.374
F -4.71138 -5.77804 7.23144 -0.549
Be 6.36279 -2.36129 -2.06944 0.585
Cl 5.46452 -4.50671 -0.35780 -0.482
```